Record 1
Computed, not measured: C17H16N6O2PdS4 as an isolated structure, with wB97M-V/def2-TZVPD.

Each line ends with the Mulliken charge.
Positions of all 46 atoms, in Å:
H: 1.90 4.11 -3.93  0.3961
S: 2.05 -3.44 -3.23  -0.0119
H: -3.49 -2.21 4.53  0.2949
O: -2.18 0.59 -0.49  -0.7908
C: 0.59 0.78 2.00  0.3234
C: -2.80 -0.96 2.93  -0.3743
N: -3.44 -4.56 3.32  -0.5448
H: -3.12 -5.39 2.85  0.2175
Pd: 0.69 0.36 -0.91  0.7400
S: 0.00 0.97 3.63  -0.0348
H: -0.04 5.52 -0.36  0.4071
C: 1.30 2.66 -2.49  0.9985
C: -3.15 -2.17 3.50  -0.7385
C: 0.26 3.41 -0.56  -0.2011
C: -2.67 -3.28 1.42  -0.7786
C: 1.43 3.94 -2.97  -0.8006
C: 1.74 1.46 -3.23  -0.6757
N: 1.88 0.92 1.88  -0.3494
H: 1.97 -2.55 -5.47  0.2685
H: -2.88 -0.04 3.50  0.5700
S: -1.82 0.59 0.90  1.3204
H: -2.01 -2.02 -0.18  0.4910
N: 1.54 0.33 -2.68  0.1899
H: 3.53 1.30 3.16  0.3909
C: 2.73 -3.03 -4.85  -0.8009
C: 0.36 4.73 -0.98  -1.0040
N: 1.91 -0.82 -3.33  -0.9449
H: -2.62 -4.19 0.83  0.2874
H: 3.59 -2.37 -4.75  0.2709
N: 0.73 2.41 -1.29  -0.0659
C: -2.39 -0.91 1.61  -0.3221
H: 1.85 1.41 5.20  0.3846
C: -2.33 -2.07 0.85  -0.5703
C: 2.46 1.16 3.11  -0.6824
C: 1.70 -1.87 -2.58  0.6100
H: 3.03 -3.97 -5.30  0.3337
C: 0.95 5.00 -2.20  -0.1015
H: 2.21 1.52 -4.21  0.3650
C: -3.07 -3.35 2.76  1.0918
H: -3.45 -4.61 4.32  0.2156
C: 1.62 1.22 4.17  -0.2876
N: -0.20 0.50 0.91  0.1534
O: -2.25 1.68 1.74  -0.6650
H: -0.19 3.13 0.39  0.4441
H: 1.04 6.01 -2.55  0.4314
S: 1.03 -1.91 -0.98  -0.4508

Properties
* orbital gap: 6.47 eV
* DFT total energy: -77745.47183 eV
* energy above the lowest of the compared OMol25 structures with the same formula, charge and spin: 0.00 kJ/mol
* HOMO energy: -7.5662 eV
* charge: 0

***

Record 2
Computed, not measured: C17H16N6O3S in the gas phase at a distorted geometry, with wB97M-V/def2-TZVPD.

Each line ends with the Mulliken charge.
Positions of all 43 atoms, in Å:
C: -3.06 -1.23 0.27  0.4479
C: 2.28 -2.19 0.83  -0.6346
C: -1.08 -1.78 -0.35  0.3221
H: -5.50 0.32 -0.73  0.4157
H: 2.73 -2.24 1.82  0.5857
C: 1.03 -2.09 -1.57  -0.5300
H: -1.69 -0.63 2.55  0.2651
C: -3.63 1.37 -0.69  0.5142
C: 0.60 1.28 -1.68  -0.7292
H: -0.65 1.79 1.92  0.5572
O: -3.64 1.60 -1.87  -0.6018
O: 1.89 1.61 1.75  -0.4860
C: 1.05 1.54 0.67  0.2025
H: -2.79 1.52 1.15  0.2461
H: 3.83 1.60 2.28  0.4011
N: -1.40 -1.47 2.07  -1.1605
C: 3.21 1.22 1.46  -0.1449
H: 3.59 2.88 0.14  0.2995
N: -1.81 -1.46 0.76  0.5841
N: -1.86 -1.76 -1.41  -0.4221
N: -3.08 -1.41 -1.03  -0.5531
C: 3.05 -2.29 -0.31  -0.3665
S: -4.34 -0.52 1.22  -0.2397
C: -4.85 0.77 0.02  -0.7367
N: -2.59 1.60 0.16  -0.1268
H: 3.28 0.12 1.42  -0.0522
H: 0.47 -2.04 -2.49  0.5139
H: -0.39 -1.61 2.07  0.4610
C: -0.76 1.39 -1.45  -0.5354
C: 3.66 1.79 0.11  -0.5556
N: 0.97 -2.04 0.82  -0.6122
C: 2.40 -2.24 -1.54  -0.4936
C: -1.22 1.58 -0.15  -0.1325
H: -5.40 1.51 0.59  0.4321
C: 1.51 1.36 -0.64  0.5913
H: 2.97 -2.31 -2.46  0.4270
H: 4.12 -2.41 -0.25  0.4303
H: 4.69 1.49 -0.12  0.3697
O: 2.86 1.27 -0.92  -0.4468
H: 0.98 1.13 -2.68  0.4592
H: -1.46 1.31 -2.27  0.4878
C: -0.32 1.65 0.90  -0.3516
C: 0.35 -1.99 -0.36  0.8983

Properties
* orbital gap: 8.21 eV
* DFT total energy: -43805.97658 eV
* energy above the lowest of the compared OMol25 structures with the same formula, charge and spin: 88.68 kJ/mol
* HOMO energy: -7.9343 eV
* charge: 0

***

Record 3
Computed, not measured: C17H16O4 in the gas phase at a distorted geometry, with wB97M-V/def2-TZVPD.

Each line ends with the Mulliken charge.
Positions of all 37 atoms, in Å:
C: 0.07 -0.62 4.77  -0.4883
C: 0.87 0.86 -2.55  -0.7909
C: -0.03 -1.32 -2.35  0.8012
C: -2.28 1.37 -0.48  0.3610
H: -2.00 -0.49 -0.61  1.1356
H: -2.38 2.51 -2.10  0.3542
H: 2.22 0.30 2.35  0.4828
H: -0.73 -2.13 -1.80  0.2106
O: 2.00 1.64 0.09  -0.3619
H: 0.90 -0.69 -5.48  0.6609
H: -0.12 -2.38 -4.19  0.5377
C: -1.04 -1.15 3.98  -0.7544
H: 1.26 1.68 -2.10  0.6473
H: -1.86 -1.68 4.40  0.3990
H: -1.80 0.25 0.95  0.5671
C: 0.23 -0.17 -1.85  0.3326
C: 0.80 -0.83 0.47  -3.2932
C: 1.34 0.48 -3.99  -0.6593
C: -0.08 -1.54 -3.68  -1.4601
H: 1.63 -1.03 0.33  2.0190
C: -1.79 0.16 -0.05  -1.9385
C: 0.61 1.59 0.08  0.1987
H: 2.24 2.43 0.47  0.3844
C: 1.10 0.22 4.08  -0.8780
C: -0.65 -1.43 2.69  0.1173
H: 1.68 1.42 -4.56  0.2881
O: -3.14 1.99 -0.04  -0.5771
O: -0.25 2.42 0.29  -0.6063
H: 0.47 -2.00 0.23  0.3731
C: 0.41 -1.09 1.98  0.4167
C: 0.80 -0.76 -4.60  -0.7641
H: -0.18 -0.38 5.83  0.3070
C: 1.31 0.03 2.83  -0.4685
H: -1.38 -1.97 1.99  0.2804
C: -0.09 0.06 -0.35  1.9774
O: -1.80 1.64 -1.71  -0.4625
H: 1.65 0.61 4.71  0.6511

Properties
* orbital gap: 9.15 eV
* DFT total energy: -26065.41280 eV
* HOMO energy: -8.7746 eV
* charge: 0